[1]
The following is a DFT calculation (ωB97M-V/def2-TZVPD) of a structure of composition C11H28N2P2Sr in a non-equilibrium geometry.

The total charge is 0. As for the energy above the lowest of the compared OMol25 structures with the same formula, charge and spin: 38.6 kcal/mol.

Geometry (Å):
Sr 0.243440 0.012419 -0.949788
H -2.902668 -0.424664 -1.442881
H -2.905163 0.318469 -1.438382
P 0.586008 -2.574885 -1.352270
P 0.590211 2.597157 -1.296232
C 0.796475 3.316140 0.273751
H 0.975860 4.374180 0.075468
H -0.102237 3.201903 0.897716
H 1.646772 2.900107 0.839839
C 1.988494 2.950280 -2.308427
H 1.885772 2.528139 -3.321910
H 2.012622 4.036537 -2.354493
H 2.930583 2.572010 -1.880130
C -0.854921 3.194718 -2.060625
H -1.747558 3.058649 -1.426829
H -0.670861 4.256179 -2.203983
H -1.064096 2.722043 -3.038145
C 2.084627 -2.902160 -2.224014
H 2.094935 -3.985030 -2.326576
H 2.104671 -2.424664 -3.218562
H 2.977597 -2.568649 -1.672334
C 0.613993 -3.355403 0.193823
H -0.338951 -3.236489 0.733343
H 0.780952 -4.409293 -0.027241
H 1.413649 -2.987751 0.857984
C -0.770264 -3.115403 -2.301401
H -0.865227 -2.595286 -3.271451
H -0.579885 -4.172662 -2.472252
H -1.726003 -2.997215 -1.764642
H 0.643480 0.003552 -2.903551
H 2.162873 0.005905 -0.730026
N -1.601948 -0.058223 5.355472
C -1.284541 -0.039741 4.136654
C 0.030346 -0.452388 3.645637
C 0.325888 -0.401289 2.318403
N -0.526223 0.009770 1.346809
C -1.760208 0.400458 1.773475
C -2.167095 0.395805 3.055363
H -0.973527 -0.358656 6.104893
H -2.516491 0.235825 5.709340
H 0.752217 -0.789781 4.390748
H 1.368397 -0.724101 1.971321
H -2.479432 0.759411 0.947482
H -3.172556 0.724093 3.358621

Atomic forces in eV per Å
Sr -2.19 -0.11 0.64
H 0.00 0.01 0.00
H -0.01 -0.02 -0.04
P 0.79 3.47 -0.47
P 0.77 -3.22 -0.41
C 0.26 1.86 1.33
H 0.08 0.50 0.78
H 0.19 0.06 -0.27
H -0.29 0.03 -0.50
C 0.82 1.03 -0.67
H -0.17 0.08 0.55
H 0.59 0.47 -0.45
H -0.56 0.04 0.01
C -1.33 1.57 -0.82
H 0.39 0.11 -0.12
H -0.73 0.59 -0.39
H 0.39 0.10 0.52
C 0.85 -1.01 -0.57
H 0.63 -0.45 -0.42
H -0.26 -0.11 0.55
H -0.54 -0.03 -0.06
C 0.03 -2.02 1.46
H 0.25 -0.06 -0.29
H 0.03 -0.60 0.79
H -0.21 -0.05 -0.52
C -1.23 -1.55 -0.96
H 0.35 -0.10 0.56
H -0.68 -0.53 -0.48
H 0.38 -0.10 -0.07
H -0.11 0.00 -2.20
H 2.21 -0.02 0.81
N -1.78 -0.03 6.10
C 2.39 0.01 -7.62
C -1.63 0.39 1.86
C 1.05 -0.25 -1.39
N -1.08 0.07 2.36
C 0.34 0.19 -2.45
C -0.37 -0.20 3.22
H -0.22 0.16 -0.80
H 0.60 -0.16 -0.57
H -0.01 0.04 -0.34
H -1.58 0.57 0.35
H 1.17 -0.61 1.40
H 0.41 -0.11 -0.40

[2]
The following is a DFT calculation (ωB97M-V/def2-TZVPD) of a cluster of 3 separate species, C11H28N4O8P3 in total in a non-equilibrium geometry.

The total charge is +1.

Geometry (Å):
C 1.035320 -1.060016 5.461353
C -0.140273 -1.134046 5.267595
C -1.530172 -1.265756 4.916064
C -1.895415 -0.739090 3.500281
N -2.891244 -1.721853 2.983795
C -3.132011 -2.570015 4.020397
N -4.304078 -3.223381 4.160535
N -2.127951 -2.639159 4.932879
P -1.074899 -4.038658 4.888038
N -0.511980 -4.454039 3.500128
H 2.082862 -0.906398 5.552796
H -2.119035 -0.737229 5.662077
H -0.984059 -0.776197 2.917538
H -2.305105 0.256334 3.551597
H -2.383901 -2.162616 2.208582
H -5.105623 -2.683559 4.442793
H -4.441676 -4.211281 4.026683
H -0.105180 -3.728975 5.848790
H -1.861830 -5.050244 5.460643
H -0.803944 -3.862808 2.730044
C -3.846977 -0.857361 -1.917179
O -2.701485 -1.420827 -2.570600
P -1.517265 -1.955851 -1.655453
O -1.934903 -2.827900 -0.551278
O -0.760037 -0.663566 -1.165979
C -0.426411 0.372089 -2.116981
O -0.534622 -2.581535 -2.710886
C -0.781096 -3.931698 -3.151310
H -4.287121 -0.130709 -2.594467
H -4.571076 -1.641672 -1.704565
H -3.568987 -0.354999 -0.989058
H -1.216450 1.121043 -2.124600
H -0.296894 -0.030119 -3.118925
H 0.501975 0.837069 -1.799870
H -0.385900 -4.024547 -4.158306
H -1.846199 -4.157982 -3.162637
H -0.266738 -4.626206 -2.491194
C 4.867920 2.339664 -3.140644
O 4.431313 3.544143 -2.491715
P 3.072201 4.193770 -3.008100
O 1.951167 3.265810 -3.116915
O 3.442914 4.908058 -4.361452
C 4.614483 5.736562 -4.440942
O 2.886440 5.396856 -2.001070
C 2.262741 5.124529 -0.738185
H 5.951624 2.301540 -3.067841
H 4.438482 1.475466 -2.637429
H 4.580344 2.327126 -4.192452
H 5.454262 5.142201 -4.798683
H 4.862770 6.176137 -3.476689
H 4.407871 6.530340 -5.152779
H 2.643566 5.846109 -0.020532
H 2.492463 4.118064 -0.389544
H 1.184878 5.239918 -0.834213

Atomic forces in eV per Å
C 0.18 0.31 -0.14
C 0.15 -0.50 -0.27
C -0.55 0.37 0.12
C 0.62 -0.61 0.31
N 0.74 1.80 1.03
C 0.41 -0.79 -0.14
N -0.01 -0.73 -0.50
N 0.11 0.35 0.32
P 0.61 -1.29 -0.68
N -0.77 0.94 0.59
H 0.13 -0.10 0.19
H -0.04 0.15 0.11
H -0.05 0.27 -0.45
H -0.11 0.20 -0.13
H -1.38 -0.57 -0.70
H -0.21 0.21 -0.65
H 0.25 -0.18 0.47
H -0.35 0.18 0.25
H -0.11 0.29 0.31
H 0.42 -0.36 -0.40
C -0.12 -0.01 -0.01
O 0.02 -0.08 0.03
P 0.04 0.18 -0.09
O -0.03 0.14 0.41
O 0.05 -0.06 0.07
C 0.07 0.23 -0.08
O -0.13 -0.08 0.00
C 0.04 -0.14 -0.10
H 0.05 -0.02 -0.06
H 0.03 -0.02 0.04
H 0.02 -0.01 0.00
H -0.02 -0.03 0.00
H 0.00 -0.06 0.02
H 0.01 -0.05 0.06
H 0.03 0.10 0.00
H -0.01 0.04 0.01
H -0.02 0.03 0.05
C 0.04 -0.09 0.01
O 0.03 0.02 0.02
P 0.09 0.06 -0.05
O -0.16 -0.18 -0.03
O -0.05 0.06 0.04
C 0.12 0.06 -0.07
O 0.08 -0.04 0.08
C -0.05 0.05 0.10
H 0.00 0.06 0.05
H -0.05 0.00 -0.03
H -0.03 0.01 0.01
H -0.01 -0.02 0.03
H -0.04 -0.02 0.02
H -0.08 -0.03 -0.02
H 0.05 0.04 -0.06
H 0.02 -0.01 -0.02
H 0.00 -0.04 -0.03

[3]
The following is a DFT calculation (ωB97M-V/def2-TZVPD) of a structure of composition C11H29Ag3FO8P in a non-equilibrium geometry.

The total charge is +2. As for the energy above the lowest of the compared OMol25 structures with the same formula, charge and spin: 0.0 kcal/mol.

Geometry (Å):
Ag 1.454116 0.723270 -1.297553
Ag -0.707517 -3.218752 -0.385121
Ag 2.907030 -2.941908 -1.283155
F 0.913697 -1.598652 -0.986062
C 2.740197 -0.239681 1.931669
O 2.786643 1.093929 2.455224
P 1.823571 2.260721 1.935984
O 1.232902 2.099034 0.544806
O 0.684378 2.470626 3.137036
C -0.431418 3.307863 2.884296
O 2.739723 3.605536 2.093633
C 3.932623 3.862476 1.350008
H 1.928355 -0.318780 1.208645
H 2.644822 -0.922369 2.776022
H 3.634865 -0.435621 1.340679
H -0.365579 4.262001 3.407153
H -1.370707 2.799495 3.102001
H -0.419670 3.557772 1.823394
H 4.014608 3.028385 0.653115
H 4.798201 3.832054 2.011790
H 3.748494 4.774650 0.782436
C 2.292949 -0.046183 -4.495136
O 1.264218 0.608805 -3.708939
C -0.060445 0.126797 -3.926635
C -1.119770 1.105737 -3.320209
O -0.587934 1.537885 -2.089033
C -1.353698 2.639753 -1.552623
H 1.917984 -0.139582 -5.514337
H 2.599855 -1.060219 -4.238918
H 3.193193 0.560585 -4.592534
H -0.092594 -0.811364 -3.372635
H -0.332330 -0.007462 -4.973611
H -2.060589 0.632540 -3.039081
H -1.382914 1.888503 -4.031632
H -2.384910 2.501465 -1.227669
H -1.404164 3.574580 -2.110878
H -0.850465 2.920853 -0.627517
C -2.571381 -5.731273 0.932418
O -2.220981 -4.353601 1.200342
C -3.318969 -3.553182 1.605287
C -2.702403 -2.190286 2.060139
O -2.009771 -1.575296 0.965105
C -1.233675 -0.431164 1.252750
H -3.557471 -5.842457 0.481471
H -2.577717 -6.221372 1.906000
H -1.886799 -6.250820 0.261946
H -3.825092 -4.103025 2.398776
H -3.963377 -3.412870 0.737450
H -2.055383 -2.403475 2.911033
H -3.515519 -1.627919 2.519153
H -0.327002 -0.695352 1.797042
H -1.612498 0.287694 1.979270
H -0.949682 0.069653 0.327205

Atomic forces in eV per Å
Ag 0.05 0.29 0.17
Ag -0.33 0.47 0.49
Ag -0.83 0.65 0.08
F 0.83 -1.29 -0.07
C -0.23 0.24 -0.38
O -0.72 0.76 -0.49
P -0.29 2.40 1.04
O 0.88 -0.39 1.79
O 2.69 -1.26 -1.76
C -0.41 0.86 -1.18
O -2.18 -1.85 0.83
C -0.42 -1.07 -0.75
H -0.38 -0.29 0.27
H -0.03 -0.01 -0.24
H 0.37 0.08 0.41
H 0.15 -0.30 0.36
H 0.25 -0.10 0.25
H -0.36 0.08 -0.10
H 0.50 0.16 -0.37
H -0.19 0.47 -0.05
H 0.49 0.04 0.30
C -0.73 0.47 -1.22
O 1.09 0.00 -0.35
C -0.99 0.00 0.82
C 0.78 -1.06 -0.12
O -1.34 1.93 0.10
C 0.64 0.86 1.61
H -0.07 0.03 -0.13
H -0.38 -0.16 0.84
H -0.26 0.30 0.57
H -0.43 -0.37 -0.22
H 0.45 -0.14 -0.13
H -0.09 -0.65 -0.65
H 0.45 0.47 0.21
H -0.19 -1.19 -0.45
H 0.54 -0.38 -0.90
H 0.23 -0.13 -0.03
C -0.40 -0.11 0.70
O 1.14 -0.67 -1.48
C 1.04 1.01 -0.29
C -0.72 -1.43 0.46
O -0.85 -0.33 0.19
C 1.02 0.39 0.89
H -0.13 0.35 0.02
H -0.04 -0.31 -0.12
H 0.38 0.50 0.16
H -0.25 0.51 0.23
H -0.35 0.09 0.11
H 0.60 -0.01 -0.17
H -0.07 0.70 -0.61
H 0.48 -0.54 -0.27
H -1.14 0.04 -0.36
H -0.26 -0.11 0.00

We obtain E_HOMO values of -5.472, -12.222, -15.256 eV for the records listed above, in that order.
We obtain gap between HOMO and LUMO values of 5.65, 6.94, 6.89 eV for the records listed above, in that order.